# 1
This record from the OMol25 dataset describes C20H36CaN4P2 as an isolated structure in a non-equilibrium geometry. The level of theory is the ωB97M-V functional and the def2-TZVPD basis.

Summary:
lowest unoccupied orbital energy	-6.4	eV
net charge	+2
E_HOMO	-14.008	eV
multiplicity	1

XYZ file:
```
63
Properties=species:S:1:pos:R:3:forces:R:3
Ca -2.58145 -0.70863 0.66823 -0.1 -0.3 -0.4
N -4.35479 -0.48518 -1.18602 -1.1 0.0 0.5
C -4.99941 -1.84594 -1.33425 0.4 1.3 -0.5
C -3.88538 -2.80152 -1.46954 0.4 -0.8 1.0
N -3.29438 -3.02901 -0.11185 1.4 0.5 -0.2
H -5.11545 0.19569 -1.08239 0.3 -0.1 0.1
H -3.93586 -0.22319 -2.07005 0.1 -0.1 -0.3
H -5.68102 -1.91296 -2.18742 0.1 0.2 0.1
H -5.53466 -2.09146 -0.43096 -0.5 0.2 0.3
H -3.15301 -2.48060 -2.19655 0.5 0.3 0.1
H -4.26275 -3.70502 -1.84653 -0.5 -1.5 -0.6
H -2.38992 -3.52367 -0.17598 -0.6 0.1 -0.1
H -3.88324 -3.61962 0.46764 -0.2 0.0 -0.2
C 0.58772 -2.17968 2.94984 0.0 0.3 0.2
P 0.23282 -1.48868 1.29674 0.0 0.5 0.4
C 1.18489 0.09364 1.42672 -0.1 0.8 -0.6
N 2.32761 0.06332 2.08912 -1.0 -1.0 -0.2
C 3.08819 1.14418 2.15375 0.0 1.9 -0.4
C 4.30409 1.14519 2.87146 -0.4 -0.7 0.6
C 5.01833 2.27666 2.98600 -0.2 0.6 -1.4
C 4.62845 3.46810 2.32077 -0.5 0.1 0.3
C 3.48016 3.54419 1.60350 -0.7 -0.2 0.1
C 2.66494 2.38535 1.52774 -0.5 -1.0 -0.3
N 1.45712 2.41843 0.89215 0.7 0.1 0.2
C 0.74342 1.31795 0.80100 0.1 -0.2 0.6
P -0.92658 1.56080 0.02011 -0.1 0.4 -0.3
C -1.57431 3.05487 0.88677 -0.8 -0.7 -0.5
C -0.66545 2.15932 -1.74324 -0.5 -0.8 -0.4
C 0.44446 3.17907 -1.86527 0.3 0.4 0.6
C -2.02468 2.68898 -2.27261 1.2 0.1 0.5
C -0.37066 0.95273 -2.64541 1.0 0.2 0.8
C 1.16922 -2.49029 0.04772 0.6 0.0 0.4
C 2.69034 -2.20670 0.11660 -0.2 1.3 0.4
C 0.88367 -3.95012 0.34986 -0.5 -1.0 -0.3
C 0.60915 -2.23286 -1.34770 0.7 0.3 0.3
H 1.62987 -2.43345 3.05593 0.5 0.2 0.0
H 0.04795 -3.09350 3.14905 -0.4 -0.2 0.0
H 0.34304 -1.41983 3.71417 0.1 -0.4 -0.4
H 4.60350 0.27230 3.43434 0.0 -0.2 -0.3
H 5.95433 2.24077 3.45036 1.1 0.1 1.0
H 5.14629 4.38334 2.48746 0.7 0.4 0.0
H 3.10853 4.48035 1.18846 0.2 -0.3 0.0
H -0.83377 3.80378 0.95246 1.0 0.8 0.1
H -1.88927 2.78234 1.88065 0.0 -0.1 0.5
H -2.45154 3.48880 0.37894 0.3 -0.4 0.1
H 0.30488 3.99213 -1.14919 0.2 -0.1 0.0
H 0.39475 3.64028 -2.83398 0.0 0.1 -0.7
H 1.45724 2.75429 -1.73825 -0.6 0.2 0.0
H -2.30717 3.59382 -1.78202 -0.3 0.7 0.2
H -2.79526 1.95995 -2.14271 -0.7 -0.6 0.1
H -1.91011 2.86434 -3.33362 0.0 0.2 -0.2
H 0.69889 0.70639 -2.58838 -0.4 -0.4 0.1
H -0.54627 1.21981 -3.66376 -0.2 0.2 -0.8
H -1.02372 0.12502 -2.39075 0.1 -0.4 -0.1
H 3.13549 -2.20676 1.12468 -0.5 -0.1 -0.2
H 2.99287 -1.23603 -0.33997 -0.5 -0.5 0.3
H 3.19710 -2.94982 -0.43079 0.6 -1.1 -0.8
H 1.37409 -4.36234 1.22817 -0.1 0.2 0.3
H 1.22333 -4.58541 -0.48706 -0.1 0.3 0.2
H -0.21459 -4.13671 0.42210 0.6 0.1 0.1
H 0.88871 -1.25292 -1.70151 -0.1 0.3 -0.1
H -0.46662 -2.35107 -1.37824 -0.4 0.0 -0.1
H 1.05589 -2.95320 -2.01652 0.0 -0.2 -0.4
```
Positions in Å, forces in eV/Å.

Population analysis type natural (NBO), resulting atomic charges in e: Ca 1.743; N -0.945; C -0.236; C -0.247; N -0.953; H 0.401; H 0.389; H 0.232; H 0.205; H 0.208; H 0.225; H 0.397; H 0.404; C -0.938; P 0.651; C -0.101; N -0.385; C 0.138; C -0.183; C -0.161; C -0.148; C -0.203; C 0.155; N -0.387; C -0.117; P 0.610; C -0.923; C -0.264; C -0.627; C -0.605; C -0.610; C -0.304; C -0.626; C -0.618; C -0.603; H 0.263; H 0.249; H 0.259; H 0.238; H 0.235; H 0.237; H 0.243; H 0.262; H 0.237; H 0.253; H 0.225; H 0.233; H 0.228; H 0.222; H 0.182; H 0.237; H 0.222; H 0.234; H 0.179; H 0.239; H 0.220; H 0.232; H 0.238; H 0.240; H 0.182; H 0.223; H 0.171; H 0.241



# 2
This record from the OMol25 dataset describes a 2-piece molecular cluster, C5H8O overall. The level of theory is the ωB97M-V functional and the def2-TZVPD basis.

Summary:
relative energy (zero: lowest compared OMol25 entry of this formula, charge and spin)	328.11	kJ/mol
lowest unoccupied orbital energy	0.9	eV
net charge	0
E_HOMO	-9.588	eV
multiplicity	1
SMILES	C=C=CC.C=O

XYZ file:
```
14
Properties=species:S:1:pos:R:3:forces:R:3
C -2.05554 -0.33158 0.40563 0.2 0.1 0.0
C -0.86911 0.02485 0.78313 0.0 0.1 -0.3
C 0.34749 0.52470 0.62780 -0.1 -0.1 0.8
C 1.62089 -0.27798 0.63475 0.1 -0.1 0.1
H -2.06325 -0.21041 -0.69998 -0.6 -0.4 0.4
H -2.94161 -0.65688 0.93749 0.4 0.1 0.2
H 0.45082 1.60687 0.70025 0.0 -0.1 0.1
H 1.44144 -1.32514 0.36838 0.0 0.2 0.1
H 2.04562 -0.24070 1.64103 0.1 -0.1 -0.1
H 2.37032 0.13439 -0.05403 -0.2 0.0 0.1
C -0.03141 0.50896 -1.70022 -0.2 0.0 -0.9
O -1.20243 0.40861 -2.01976 0.6 0.2 -0.6
H 0.45247 1.49599 -1.62072 0.0 0.0 0.1
H 0.65168 -0.35780 -1.68772 -0.2 0.0 0.0
```
Positions in Å, forces in eV/Å.

Population analysis type natural (NBO), resulting atomic charges in e: C -0.489; C 0.118; C -0.308; C -0.637; H 0.279; H 0.235; H 0.227; H 0.222; H 0.228; H 0.214; C 0.250; O -0.580; H 0.122; H 0.119



# 3
This record from the OMol25 dataset describes C35H34ClNNdOSi2 as an isolated structure in a non-equilibrium geometry. The level of theory is the ωB97M-V functional and the def2-TZVPD basis.

Summary:
lowest unoccupied orbital energy (spin up / spin down)	-3.1 / -3.0	eV
net charge	+1
E_HOMO (spin up / spin down)	-10.137 / -10.138	eV
multiplicity	4

XYZ file:
```
75
Properties=species:S:1:pos:R:3:forces:R:3
C -1.55157 -0.59752 4.98435 -0.5 -0.3 -0.2
C -2.08344 -0.10375 3.75436 -0.2 -0.5 0.3
C -2.25716 -1.21559 2.88109 -0.1 0.0 0.4
H -2.35730 0.92891 3.53939 0.2 -0.3 0.0
C -1.83434 -2.39169 3.56678 -0.2 0.4 0.3
C -1.38883 -2.00896 4.86676 -0.5 0.2 -0.3
H -1.05102 -2.68079 5.65546 -0.1 0.2 -0.3
H -1.39236 -0.01266 5.88728 0.1 -0.2 -0.3
H -2.70906 -1.18607 1.89106 0.3 0.0 0.2
H -1.91997 -3.41019 3.18994 0.2 0.3 0.1
Nd 0.34864 -0.88973 3.19371 0.5 0.2 -1.2
Si -0.53387 -0.14687 -3.65076 0.9 0.9 -0.7
C -0.16576 1.32673 -4.74690 -0.3 0.0 -0.3
C 1.15703 1.53180 -5.18015 -0.3 0.6 0.1
H 1.91032 0.75734 -5.01997 -0.2 0.2 0.0
C 1.51490 2.74679 -5.77177 -0.1 -0.2 0.1
H 2.55190 2.91299 -6.06846 -0.3 0.0 0.0
C 0.55011 3.74012 -5.96820 -0.2 -0.2 0.2
H 0.83657 4.69448 -6.40784 -0.1 -0.2 0.1
C -0.77941 3.51342 -5.59185 0.1 0.0 -0.1
H -1.53476 4.28430 -5.75768 0.2 -0.2 0.0
C -1.14405 2.30687 -4.98906 0.6 0.1 0.0
H -2.17450 2.12691 -4.67760 0.2 0.1 -0.1
C 0.25431 -1.64517 -4.42706 0.3 -0.4 0.1
C 0.07588 -1.85369 -5.80893 0.4 -0.3 0.2
H -0.55253 -1.17393 -6.38788 0.2 -0.2 0.1
C 0.72947 -2.91039 -6.45068 0.0 0.0 0.1
H 0.60824 -3.04967 -7.52872 0.0 0.0 0.4
C 1.54807 -3.77871 -5.71913 -0.1 0.2 0.3
H 2.06059 -4.60343 -6.22001 -0.2 0.3 0.2
C 1.71058 -3.58845 -4.34031 -0.1 0.0 -0.1
H 2.34712 -4.26325 -3.76431 -0.2 0.2 -0.2
C 1.06799 -2.52802 -3.69353 0.0 0.0 -0.6
H 1.22052 -2.36269 -2.62495 0.0 -0.1 -0.3
H -2.00131 -0.35744 -3.59219 0.0 0.2 0.3
Si 0.37910 0.67613 -1.58145 -1.2 -0.5 0.3
C -0.16733 -0.90335 -0.69352 0.1 -0.1 0.9
C -1.47961 -1.38395 -0.84405 0.1 -0.5 0.0
H -2.24019 -0.78047 -1.34882 0.3 -0.2 0.2
C -1.83043 -2.66793 -0.41380 0.1 0.2 0.0
H -2.84796 -3.02515 -0.57922 0.3 0.0 0.1
C -0.88854 -3.48145 0.21256 0.0 0.0 0.1
H -1.17133 -4.48419 0.53848 0.2 0.3 -0.1
C 0.40780 -3.00030 0.42809 0.0 0.2 0.3
H 1.14855 -3.64016 0.91567 -0.1 0.1 -0.2
C 0.76076 -1.70993 0.00149 -0.4 -0.1 0.1
H 1.76751 -1.31650 0.18776 -0.2 -0.2 -0.2
C -0.73740 2.09073 -1.08394 -0.2 0.4 0.1
C -1.84707 1.88223 -0.24878 -0.1 0.4 -0.3
H -1.98691 0.91361 0.23602 -0.1 0.3 -0.2
C -2.78210 2.90249 -0.04504 0.2 -0.1 0.1
H -3.67104 2.70041 0.55323 0.2 0.1 -0.1
C -2.57977 4.16623 -0.60255 0.2 -0.2 -0.1
H -3.30783 4.96107 -0.43921 0.2 -0.2 -0.1
C -1.43430 4.40383 -1.36949 0.1 0.0 0.1
H -1.25844 5.39327 -1.79361 -0.1 -0.2 0.1
C -0.51270 3.37993 -1.60680 -0.5 -0.3 0.1
H 0.36977 3.56302 -2.22452 -0.3 0.0 0.1
H 1.72321 1.04342 -1.10392 0.4 -0.3 -0.5
Cl 0.92586 1.29282 1.95578 0.0 -0.1 0.1
O 1.99002 -2.13535 4.53602 0.6 -0.3 0.5
C 2.66775 -1.61836 5.73034 0.0 -0.5 -0.2
C 2.18704 -0.22408 6.03016 -0.6 0.6 -0.5
C 2.60534 0.44476 7.18076 -0.1 -0.2 -0.2
C 2.11525 1.72628 7.43965 0.0 -0.3 -0.3
C 1.24150 2.30583 6.51617 -0.2 -0.2 -0.3
C 0.86668 1.57939 5.38733 0.6 -0.3 0.1
N 1.33506 0.32887 5.13943 0.3 0.5 1.0
H 2.25460 -3.06578 4.39214 -0.1 0.6 0.2
H 2.44053 -2.28337 6.57564 0.1 0.2 -0.2
H 3.75273 -1.62113 5.54871 -0.3 0.0 0.0
H 3.30291 -0.07923 7.83708 -0.2 0.4 0.0
H 2.40725 2.26120 8.34126 0.0 -0.1 -0.2
H 0.83205 3.30549 6.65033 0.2 -0.3 0.1
H 0.20071 1.98760 4.62237 0.2 -0.1 0.3
```
Positions in Å, forces in eV/Å.

Population analysis type Mulliken, resulting atomic charges in e: C -0.411; C -0.762; C -0.339; H 0.481; C -0.569; C -0.756; H 0.518; H 0.547; H 0.610; H 0.509; Nd 1.100; Si 0.750; C 0.326; C -0.182; H 0.357; C -0.616; H 0.386; C -0.461; H 0.389; C -0.545; H 0.396; C -0.526; H 0.328; C 0.369; C -0.398; H 0.352; C -0.574; H 0.376; C -0.473; H 0.363; C -0.609; H 0.384; C -0.173; H 0.164; H -0.228; Si -0.211; C 1.570; C -0.315; H 0.548; C -1.107; H 0.409; C -0.506; H 0.564; C -0.565; H 0.523; C -1.505; H 0.409; C 0.549; C 0.353; H 0.052; C -0.605; H 0.422; C -0.549; H 0.386; C -0.614; H 0.416; C -0.557; H 0.364; H -0.185; Cl -0.426; O -0.362; C -0.485; C 0.470; C -0.730; C -0.318; C -0.888; C -0.055; N 0.101; H 0.278; H 0.392; H 0.373; H 0.429; H 0.431; H 0.412; H 0.448